--- i ---
Entry from the Open Molecules 2025 dataset: a cluster of 2 separate species, C2H3ClO2 in total (wB97M-V/def2-TZVPD).

The net charge is -2.

Element x y z (Å)
C (5.9711, -20.7287, -20.3442)
C (5.1468, -20.1728, -21.5197)
O (4.1498, -20.8722, -21.8149)
O (5.6219, -19.1033, -22.0315)
H (7.0546, -20.6498, -20.4330)
H (5.8468, -21.8075, -20.2508)
H (5.7520, -20.2770, -19.3766)
Cl (10.9863, -24.2619, -20.3961)

Atomic charges from the Mulliken analysis, expressed in e, are listed below: C -0.812; C 0.549; O -0.716; O -0.739; H 0.281; H 0.265; H 0.174; Cl -1.002



--- ii ---
Entry from the Open Molecules 2025 dataset: a structure of composition C2H3ClO2 (wB97M-V/def2-TZVPD).

The net charge is -2.

Element x y z (Å)
C (-9.3959, -16.9670, 20.5035)
C (-8.9613, -15.9078, 19.5122)
O (-9.5095, -14.7808, 19.4830)
O (-7.9088, -16.2304, 18.9046)
H (-8.6036, -17.5189, 21.0093)
H (-10.1998, -17.6705, 20.2867)
H (-9.7331, -16.4257, 21.3875)
Cl (-11.3536, -18.1869, 21.3335)

Atomic charges from the Mulliken analysis, expressed in e, are listed below: C -0.759; C 0.467; O -0.741; O -0.727; H 0.320; H 0.131; H 0.202; Cl -0.893



It is i that is most stable; the runner-up trails by 3.153 eV.